Record 1
The following is a DFT calculation (ωB97M-V with the def2-TZVPD basis set) of a structure of composition C6H14NOSi in a non-equilibrium geometry.

## Properties
Total charge: +1
HOMO level: -14.33 eV
Frontier orbital gap: 10.00 eV

Each line ends with the Mulliken charge.
Cartesian coordinates (Å):
Si1 -0.421 -0.802 0.440  0.56
O1 0.985 -0.448 -0.383  -0.36
N1 -0.290 1.264 -0.878  -0.42
C1 0.797 0.662 -1.134  1.07
C2 -0.663 2.437 -1.808  -1.00
C3 -0.475 -0.399 2.197  -0.42
C4 0.206 -1.390 3.185  -1.17
C5 1.864 1.237 -1.978  -1.35
C6 -1.285 -2.252 -0.351  -0.96
H1 1.372 1.707 -2.814  0.41
H2 -0.996 -3.266 -0.052  0.39
H3 -0.380 0.571 2.587  0.51
H4 2.673 0.659 -2.287  0.38
H5 2.394 1.905 -1.272  0.36
H6 -0.040 -2.353 2.848  0.36
H7 1.250 -1.139 2.988  0.33
H8 -0.847 2.202 -2.910  0.32
H9 0.282 2.961 -1.911  0.42
H10 -1.479 2.964 -1.375  0.30
H11 -1.420 -0.766 2.434  0.28
H12 -1.054 -2.236 -1.495  0.30
H13 -2.453 -2.273 -0.316  0.36
H14 -0.023 -1.244 4.286  0.33

Record 2
The following is a DFT calculation (ωB97M-V with the def2-TZVPD basis set) of the molecule C6H14NPS in a non-equilibrium geometry.

## Properties
Structure (SMILES): CNC(=S)PC(C)(C)C
HOMO level: -7.86 eV
Frontier orbital gap: 8.58 eV

Each line ends with the Mulliken charge.
Cartesian coordinates (Å):
S1 -1.363 1.310 1.728  -0.36
P1 0.886 0.365 -0.737  -0.13
N1 -0.832 2.616 -0.599  -0.25
C1 0.891 -1.321 0.152  1.24
C2 -1.907 3.677 -0.650  -0.92
C3 -0.721 1.593 0.229  0.31
C4 1.678 -2.247 -0.670  -1.81
C5 1.297 -1.131 1.608  -1.12
C6 -0.552 -1.950 0.150  -1.38
H1 -2.419 3.441 -1.580  0.32
H2 1.323 -2.423 -1.695  0.43
H3 2.695 -1.897 -0.777  0.45
H4 1.693 -3.220 -0.119  0.39
H5 2.285 -0.599 1.572  0.36
H6 -0.512 -2.930 0.647  0.45
H7 1.414 -2.106 2.234  0.33
H8 -0.289 2.517 -1.392  0.21
H9 -0.900 -2.235 -0.840  0.43
H10 -1.377 -1.352 0.780  0.18
H11 -2.583 3.659 0.202  0.31
H12 0.610 -0.362 1.878  0.19
H13 0.035 0.088 -1.717  -0.01
H14 -1.351 4.508 -0.405  0.37

Record 3
The following is a DFT calculation (ωB97M-V with the def2-TZVPD basis set) of the molecule C6H14NPS2 in a non-equilibrium geometry.

## Properties
Structure (SMILES): N[P@@](=S)(S)C1CCCCC1
HOMO level: -8.36 eV
Frontier orbital gap: 8.98 eV

Each line ends with the Mulliken charge.
Cartesian coordinates (Å):
S1 -2.693 1.304 1.377  -0.39
S2 -2.926 -1.876 0.011  -0.31
P1 -2.085 -0.017 -0.194  0.51
N1 -2.600 0.442 -1.714  -0.50
C1 2.317 0.348 0.715  -0.52
C2 1.922 0.667 -0.680  -0.79
C3 0.425 0.927 -0.771  -0.79
C4 0.203 -0.789 1.118  -0.67
C5 -0.317 -0.369 -0.324  0.24
C6 1.655 -0.920 1.154  -0.78
H1 3.439 0.207 0.657  0.27
H2 2.295 -0.100 -1.253  0.43
H3 2.020 1.240 1.348  0.32
H4 -0.281 -1.294 -1.013  0.29
H5 0.165 1.801 -0.087  0.30
H6 -2.587 1.394 -1.942  0.23
H7 -3.787 -1.155 0.739  0.19
H8 -0.367 -1.788 1.492  0.31
H9 0.167 1.314 -1.847  0.25
H10 2.125 -1.301 2.042  0.34
H11 2.024 -1.736 0.454  0.29
H12 -3.346 0.035 -2.230  0.22
H13 2.526 1.716 -0.882  0.24
H14 -0.292 -0.051 1.830  0.33

Record 4
The following is a DFT calculation (ωB97M-V with the def2-TZVPD basis set) of a cluster of 3 separate species, C6H14NS in total in a non-equilibrium geometry.

## Properties
Total charge: -1
HOMO level: -2.69 eV
Frontier orbital gap: 4.28 eV

Each line ends with the Mulliken charge.
Cartesian coordinates (Å):
S1 -3.945 -0.224 -0.195  -0.59
N1 -0.069 0.395 1.154  -0.74
C1 -2.563 0.152 0.922  -1.16
C2 1.134 0.347 0.616  -0.60
C3 1.659 -0.263 -0.522  0.38
C4 3.167 -0.355 -0.678  -1.08
C5 -1.167 0.155 0.255  0.47
C6 -1.205 1.256 -0.817  -0.43
H1 1.907 0.707 1.314  0.17
H2 -2.706 1.116 1.403  0.34
H3 -1.944 2.053 -0.746  0.35
H4 -1.259 -0.856 -0.196  0.13
H5 -1.078 -3.388 1.014  0.04
H6 3.568 0.344 0.055  0.33
H7 -1.143 0.781 -1.790  0.30
H8 -0.371 -3.249 1.133  -0.05
H9 0.997 -0.903 -1.098  0.32
H10 3.469 -0.075 -1.689  0.28
H11 3.456 -1.392 -0.516  0.26
H12 -2.392 -0.590 1.719  0.32
H13 -0.102 1.719 -0.604  -0.48
H14 0.587 2.271 -0.732  0.43

Record 5
The following is a DFT calculation (ωB97M-V with the def2-TZVPD basis set) of a cluster of 2 separate species, C6H14NS in total in a non-equilibrium geometry.

## Properties
Total charge: +1
HOMO level (spin up / spin down): -12.74 / -12.74 eV
Frontier orbital gap (spin up / spin down): 8.77 / 8.77 eV

Each line ends with the Mulliken charge.
Cartesian coordinates (Å):
S1 1.967 0.686 0.827  -0.28
N1 0.468 -0.107 -1.481  0.17
C1 -0.416 -1.203 -0.906  0.37
C2 -1.758 -0.710 -0.447  -1.41
C3 0.030 1.201 -1.761  -1.01
C4 0.001 -1.148 -2.335  -0.79
C5 1.576 0.245 3.539  -1.07
C6 1.371 -0.124 2.097  0.23
H1 0.596 0.393 4.049  0.30
H2 -0.803 1.606 -1.153  0.32
H3 0.278 -1.804 -0.379  0.47
H4 -0.659 -0.761 -3.047  0.28
H5 2.168 -0.351 4.213  0.32
H6 1.499 -0.132 -1.191  0.34
H7 0.625 -1.881 -2.723  0.31
H8 1.979 1.212 3.523  0.36
H9 0.900 -1.156 1.927  0.25
H10 0.870 1.923 -1.628  0.36
H11 -2.379 -1.298 0.226  0.39
H12 -1.671 0.333 -0.031  0.25
H13 -2.356 -0.536 -1.297  0.42
H14 -0.318 1.367 -2.719  0.41

Record 6
The following is a DFT calculation (ωB97M-V with the def2-TZVPD basis set) of a structure of composition C6H14O in a non-equilibrium geometry.

## Properties
HOMO level: -7.25 eV
Frontier orbital gap: 7.94 eV

Each line ends with the Mulliken charge.
Cartesian coordinates (Å):
O1 0.506 0.553 2.400  -0.48
C1 -0.199 0.793 -0.305  0.91
C2 0.712 -2.301 -0.917  -1.04
C3 0.882 1.160 1.207  -0.69
C4 -0.282 -1.641 -0.007  -0.36
C5 -1.601 1.203 0.055  -1.48
C6 0.355 1.089 -1.502  -1.07
H1 -1.873 0.911 1.071  0.34
H2 -2.317 0.720 -0.615  0.41
H3 0.454 -3.349 -1.099  0.35
H4 0.738 -1.783 -1.882  0.30
H5 1.382 0.847 -1.742  0.32
H6 -1.299 -1.645 -0.392  0.30
H7 -0.271 -2.004 1.022  0.29
H8 1.717 -2.294 -0.485  0.29
H9 -0.259 1.497 -2.295  0.25
H10 0.767 2.243 1.212  0.45
H11 -1.730 2.285 -0.039  0.40
H12 0.148 1.197 3.025  0.33
H13 0.261 -0.373 0.335  -0.17
H14 1.907 0.892 0.953  0.36

Going through the records in order, we get relative energy (zero: lowest compared OMol25 entry of this formula, charge and spin) values of 82.5 43.3 0.0 703.3 277.6 491.4 kJ/mol.